(1)
C36H32IN3PPrS2 as an isolated structure in a non-equilibrium geometry. Source: OMol25; level of theory: ωB97M-V with the def2-TZVPD basis set.

```
76
Properties=species:S:1:pos:R:3:mulliken_spin:R:1
Pr 0.3336 0.9969 0.3229 2.04
I 2.5817 1.9473 -2.0382 0.00
C 0.5247 2.4751 -2.3163 0.00
C 0.1900 3.7291 -1.9310 0.00
C -1.0666 4.3419 -2.2078 0.00
C -1.9259 3.6089 -2.8902 0.00
C -1.6128 2.2848 -3.3496 0.00
C -2.6065 1.6103 -4.1708 0.00
C -2.4712 0.3177 -4.6037 0.00
C -1.3795 -0.3812 -4.0300 0.00
C -0.3793 0.1895 -3.2668 -0.01
P 0.6615 -0.7622 -2.1106 0.00
C 2.0509 -1.6428 -3.0154 0.00
C 2.9231 -2.3924 -2.2285 0.00
C 3.9387 -3.1247 -2.8735 0.00
C 3.9558 -3.1906 -4.2538 0.00
C 2.9331 -2.5957 -5.0387 0.00
C 1.9916 -1.7579 -4.3926 0.00
C -0.5529 -2.0719 -1.5645 0.00
C -0.2999 -3.4617 -1.5940 0.00
C -1.2004 -4.4264 -1.1604 0.00
C -2.4726 -3.9805 -0.7675 0.00
C -2.7171 -2.6418 -0.6228 0.00
C -1.8191 -1.6871 -1.1235 0.00
C -0.4681 1.6069 -2.9369 0.00
H 0.9299 4.3780 -1.5124 0.00
H -1.3592 5.3312 -1.9624 0.00
H -2.8891 4.0482 -3.2291 0.00
H -3.4973 2.1112 -4.3857 0.00
H -3.2651 -0.1731 -5.2373 0.00
H -1.2946 -1.5046 -4.1275 0.00
H 2.8382 -2.4532 -1.1481 0.00
H 4.6517 -3.7844 -2.2759 0.00
H 4.7485 -3.8427 -4.7854 0.00
H 2.9652 -2.7889 -6.0902 0.00
H 1.3289 -1.2772 -5.0576 0.00
H 0.6705 -3.7747 -2.0174 0.00
H -1.0033 -5.4366 -1.1688 0.00
H -3.3168 -4.6240 -0.4596 0.00
H -3.7822 -2.3143 -0.3793 0.00
H -2.0289 -0.5925 -1.0937 0.00
C -2.5773 1.8994 0.8886 0.00
C -2.5946 0.5294 1.5111 0.00
C -3.7964 -0.0940 1.9363 0.00
C -3.6204 -1.2395 2.7174 0.00
C -2.3864 -1.7899 3.0469 0.00
C -2.2580 -3.0414 3.6479 0.00
C -0.9951 -3.5532 3.7788 0.00
C 0.1193 -2.9000 3.1896 0.00
C 0.0521 -1.6381 2.6595 0.00
S 1.4656 -0.7639 2.0174 -0.02
C -1.2573 -1.1047 2.5542 -0.01
N -1.4048 0.0531 1.9111 0.00
H -3.6071 2.3186 0.7622 0.00
H -2.2364 1.8016 -0.1469 0.00
H -1.9664 2.6839 1.4050 0.00
H -4.7056 0.3188 1.5974 0.00
H -4.4959 -1.7234 3.1079 0.00
H -3.1297 -3.6613 3.7807 0.00
H -0.7962 -4.4743 4.2592 0.00
H 1.0611 -3.3754 3.1617 0.00
S 1.1139 3.5320 1.3703 -0.01
C 2.0401 3.2788 2.8486 0.00
N 2.7147 4.3288 3.2386 0.00
C 3.3467 4.3927 4.5519 0.00
C 3.7497 2.9881 4.9357 0.00
C 2.6470 1.9728 4.8217 0.00
N 2.0817 2.0978 3.4638 0.00
H 2.4873 5.1890 2.7612 0.00
H 2.6312 4.8597 5.2155 0.00
H 4.2029 4.9861 4.4294 0.00
H 4.1879 2.9121 5.9751 0.00
H 4.5764 2.6311 4.2459 0.00
H 1.8016 2.0995 5.5730 0.00
H 3.0356 0.9384 4.8244 0.00
H 1.7037 1.2533 3.0531 0.00
```

Summary:
M	869.6	g mol⁻¹
F_max	3.2	eV Å⁻¹
total charge	+2
ΔE to the lowest compared entry with this formula, charge and spin	0.0	kcal per mole
E_LUMO (spin up / spin down)	-5.831 / -5.436	eV
multiplicity	3

(2)
C36H32N3O6PS3Ta as an isolated structure. Source: OMol25; level of theory: ωB97M-V with the def2-TZVPD basis set.

```
82
Properties=species:S:1:pos:R:3:mulliken_spin:R:1
Ta 1.2032 -0.4488 0.2382 0.78
O 0.0165 1.5973 1.4873 0.00
C -0.7867 1.5341 2.3975 0.01
C -1.3045 0.3134 3.0062 0.01
C -2.1818 0.4238 4.0786 0.00
C -2.7050 -0.7172 4.6433 0.01
C -2.3870 -1.9834 4.1555 0.00
C -1.5235 -2.1056 3.0921 0.01
C -0.9665 -0.9602 2.5069 0.02
O -0.1598 -1.0845 1.4844 -0.01
N -3.6235 -0.5963 5.7761 0.00
O -3.8665 0.5205 6.1919 0.00
O -4.0754 -1.6209 6.2493 0.00
H -1.1844 2.4691 2.8285 0.00
H -2.4606 1.3933 4.4694 0.00
H -2.8296 -2.8515 4.6216 0.00
H -1.2599 -3.0719 2.6809 0.00
C 3.0093 0.5782 4.1756 -0.01
C 3.9453 1.5564 3.8431 0.03
C 4.1141 1.9146 2.5217 -0.02
C 3.3336 1.3099 1.5320 -0.07
C 2.3780 0.3347 1.8433 0.02
C 2.2425 -0.0201 3.1925 0.07
C 3.5341 1.5601 0.1035 0.11
C 4.3222 2.6197 -0.4062 -0.02
C 4.5151 2.7287 -1.7457 0.04
C 3.9739 1.7513 -2.6198 -0.01
C 4.2100 1.7540 -4.0110 0.01
C 3.6969 0.7654 -4.8033 -0.01
C 2.9361 -0.2711 -4.2296 0.01
C 2.6794 -0.2910 -2.8860 -0.01
C 3.1793 0.7346 -2.0578 0.03
N 2.9097 0.7087 -0.7066 -0.03
H 2.8883 0.2795 5.2098 0.00
H 4.5502 2.0158 4.6136 0.00
H 4.8681 2.6465 2.2612 0.00
H 1.5357 -0.7899 3.4810 0.01
H 4.7465 3.3380 0.2785 0.00
H 5.0986 3.5416 -2.1609 0.00
H 4.8140 2.5468 -4.4353 0.00
H 3.8857 0.7676 -5.8685 0.00
H 2.5528 -1.0648 -4.8574 0.00
H 2.1127 -1.1081 -2.4523 -0.01
C -0.8013 -1.5983 -3.4913 0.00
C -0.8801 -2.5241 -2.3172 0.00
C -1.9310 -3.4782 -2.2946 0.00
C -1.9772 -4.4110 -1.3125 0.00
C -0.9306 -4.4676 -0.3621 0.01
C -0.8706 -5.4633 0.6394 0.00
C 0.2007 -5.5154 1.4846 0.00
C 1.2466 -4.5805 1.3597 0.01
C 1.2043 -3.5867 0.4149 0.02
S 2.5310 -2.4222 0.2948 -0.04
C 0.0865 -3.4985 -0.4623 0.00
N 0.0564 -2.4905 -1.3938 0.01
H -0.2477 -2.1017 -4.2897 0.00
H -0.2871 -0.6753 -3.2482 0.00
H -1.7958 -1.3661 -3.8700 0.00
H -2.6936 -3.4273 -3.0596 0.00
H -2.7846 -5.1316 -1.2573 0.00
H -1.6761 -6.1841 0.7098 0.00
H 0.2611 -6.2803 2.2479 0.00
H 2.1020 -4.6388 2.0205 0.00
C -2.5404 4.7419 0.0758 0.00
C -1.6225 3.6540 -0.4305 0.00
O -2.2371 2.3823 -0.1422 0.00
P -1.9343 1.1046 -1.0659 0.03
S -2.8525 -0.4254 -0.3382 0.00
S 0.0811 1.0800 -1.4504 -0.01
O -2.4402 1.5669 -2.5199 0.00
C -3.8571 1.7020 -2.7471 0.00
C -4.0449 2.3344 -4.1050 0.00
H -2.0805 5.7185 -0.0808 0.00
H -2.7334 4.6176 1.1416 0.00
H -3.4955 4.7211 -0.4496 0.00
H -0.6518 3.6721 0.0678 0.00
H -1.4528 3.7468 -1.5050 0.00
H -4.2941 2.3159 -1.9553 0.00
H -4.3112 0.7111 -2.6928 0.00
H -3.5751 3.3174 -4.1402 0.00
H -5.1082 2.4501 -4.3175 0.00
H -3.5997 1.7120 -4.8809 0.00
```

Summary:
M	910.8	g mol⁻¹
F_max	0.7	eV Å⁻¹
ΔE to the lowest compared entry with this formula, charge and spin	11.7	kcal per mole
E_LUMO (spin up / spin down)	-0.596 / -0.780	eV
multiplicity	2

(3)
C36H32N8O3ReS3Si as an isolated structure in a non-equilibrium geometry. Source: OMol25; level of theory: ωB97M-V with the def2-TZVPD basis set.

```
84
Properties=species:S:1:pos:R:3:mulliken_spin:R:1
Re -1.2408 -0.1519 0.0502 1.31
C -2.2618 4.1298 0.6086 -0.01
Si -1.6876 3.0650 -0.7893 0.00
C -3.1900 2.2589 -1.5089 0.02
C -0.7414 3.8287 -2.1600 -0.01
N -0.6640 1.7357 -0.0058 -0.29
C 0.5182 2.0508 0.6477 -0.01
C 1.0134 3.3604 0.8315 -0.06
C 2.1361 3.5826 1.5904 0.03
C 2.8050 2.5093 2.1824 -0.11
C 2.3788 1.2001 1.9686 0.04
C 1.2765 1.0042 1.1798 -0.08
O 0.7283 -0.2343 0.8863 0.02
C 1.4544 -1.4660 0.9756 -0.02
C 0.7754 -2.5595 1.4725 0.01
C 1.4202 -3.7878 1.5133 0.00
C 2.7298 -3.8978 1.0599 0.00
C 3.3815 -2.7811 0.5502 0.00
C 2.7427 -1.5504 0.4974 0.00
H -3.0806 4.7704 0.2577 0.00
H -1.4925 4.7793 1.0349 0.00
H -2.6566 3.4978 1.4147 0.00
H -3.8042 3.0444 -1.9712 0.00
H -3.8060 1.7606 -0.7553 0.00
H -2.9190 1.5491 -2.3012 0.00
H -1.3468 4.6207 -2.6201 0.00
H -0.5391 3.0674 -2.9244 0.00
H 0.2218 4.2524 -1.8677 0.00
H 0.5139 4.1989 0.3628 0.00
H 2.4972 4.5941 1.7316 0.00
H 3.6726 2.6885 2.8069 0.00
H 2.8978 0.3618 2.4165 0.00
H -0.2373 -2.4519 1.8506 0.00
H 0.9020 -4.6547 1.9067 0.00
H 3.2397 -4.8523 1.1008 0.00
H 4.3967 -2.8619 0.1761 0.00
H 3.2326 -0.6870 0.0565 -0.01
S -7.0105 -2.7827 3.8928 0.00
N -5.7626 -1.9237 4.4229 0.00
C -5.0979 -1.5672 3.3435 0.00
C -3.8769 -0.7724 3.3288 -0.01
C -3.3026 -0.1662 4.4536 0.03
C -2.1399 0.5612 4.3046 -0.01
C -1.5439 0.6441 3.0557 0.05
N -2.0774 0.0664 1.9727 -0.04
C -3.2579 -0.5988 2.1031 0.01
C -3.8760 -1.0356 0.8523 0.03
N -3.2373 -0.6725 -0.3054 0.02
C -3.8531 -0.9147 -1.4703 -0.01
C -5.0744 -1.5609 -1.5444 0.00
C -5.6917 -1.9808 -0.3881 0.00
C -5.0875 -1.7067 0.8422 0.00
C -5.6769 -2.0357 2.1326 0.00
N -6.7729 -2.7413 2.3069 0.00
H -3.7916 -0.2721 5.4192 0.00
H -1.6747 1.0591 5.1463 0.00
H -0.6180 1.1896 2.9131 0.00
H -3.3560 -0.5677 -2.3619 0.00
H -5.5280 -1.7168 -2.5159 0.00
H -6.6434 -2.5016 -0.4052 0.00
N 7.3549 -2.1461 -1.5181 0.00
C 6.2733 -1.3462 -1.7667 0.00
C 5.8305 -0.4243 -0.8032 0.00
C 4.7388 0.3768 -1.0536 0.00
C 4.0579 0.2649 -2.2670 0.00
C 4.4934 -0.6343 -3.2400 0.00
C 5.5884 -1.4322 -2.9882 0.00
S 2.6626 1.2529 -2.5403 0.00
O 2.8155 2.4452 -1.7516 0.00
O 2.4236 1.3634 -3.9566 0.00
N 1.4134 0.4324 -1.8092 0.04
C 0.5627 -0.3378 -2.4171 0.00
S 0.5599 -0.9371 -4.0801 -0.01
C -0.7269 -2.0480 -3.7230 0.04
C -1.1743 -1.9075 -2.4886 -0.02
N -0.5297 -0.9013 -1.7162 0.03
H 7.9190 -2.0053 -0.7049 0.00
H 7.7291 -2.7284 -2.2405 0.00
H 6.3779 -0.3290 0.1323 0.00
H 4.4186 1.1249 -0.3333 0.00
H 3.9900 -0.6786 -4.1989 0.00
H 5.9461 -2.1177 -3.7505 0.00
H -1.0860 -2.7547 -4.4631 0.00
H -1.9548 -2.5091 -2.0469 0.00
```

Summary:
M	935.2	g mol⁻¹
F_max	2.4	eV Å⁻¹
total charge	+2
ΔE to the lowest compared entry with this formula, charge and spin	12.7	kcal per mole
E_LUMO (spin up / spin down)	-7.548 / -7.212	eV
multiplicity	2

The highest ΔE to the lowest compared entry with this formula, charge and spin belongs to which entry? C36H32N8O3ReS3Si